The following is a DFT calculation (wB97M-V/def2-TZVPD) of a 12-piece molecular cluster, C24H64F8N12O24S8 overall in a non-equilibrium geometry.

Properties
net charge = +4
Kohn-Sham gap = 6.38 eV

Positions of all 140 atoms, in Å:
C1 -1.822 -7.078 0.805
C2 -0.389 -6.607 0.786
O1 0.393 -6.848 1.635
N1 0.063 -5.584 -0.260
H1 0.924 -5.899 -0.701
H2 -0.594 -5.558 -1.046
C3 0.306 -4.222 0.339
H3 -2.577 -6.433 0.348
H4 -2.096 -7.248 1.842
H5 -1.887 -8.026 0.263
H6 -0.488 -3.971 1.035
H7 0.453 -3.461 -0.425
H8 1.272 -4.228 0.840
C4 1.748 -2.923 -4.879
C5 1.499 -3.740 -3.671
O2 0.545 -3.635 -2.977
N2 2.686 -4.611 -3.237
H9 2.436 -5.316 -2.550
H10 3.078 -5.073 -4.061
C6 3.829 -3.714 -2.698
H11 1.246 -1.954 -4.824
H12 1.112 -3.307 -5.691
H13 2.759 -2.828 -5.266
H14 3.403 -2.776 -2.355
H15 4.430 -3.601 -3.597
H16 4.419 -4.264 -1.971
C7 3.077 1.023 -8.313
C8 1.963 0.456 -7.496
O3 1.760 -0.687 -7.277
N3 1.215 1.481 -6.678
H17 1.017 2.325 -7.220
H18 0.236 1.144 -6.488
C9 1.744 1.673 -5.262
H19 3.386 0.334 -9.094
H20 3.942 1.273 -7.695
H21 2.758 1.967 -8.762
H22 1.016 2.158 -4.618
H23 2.601 2.320 -5.435
H24 1.994 0.711 -4.829
C10 3.667 -2.844 2.751
C11 4.970 -3.544 2.882
O4 5.197 -4.598 2.386
N4 6.099 -2.789 3.493
H25 7.001 -3.194 3.220
H26 6.145 -1.845 3.100
C12 6.054 -2.795 5.024
H27 2.885 -3.504 2.392
H28 3.746 -1.996 2.069
H29 3.310 -2.540 3.740
H30 5.175 -2.255 5.370
H31 6.978 -2.317 5.331
H32 5.920 -3.817 5.371
C13 -3.265 0.361 4.450
C14 -4.176 1.391 5.111
O5 -4.898 1.174 6.008
N5 -4.221 2.788 4.454
H33 -3.281 3.153 4.634
H34 -4.260 2.740 3.432
C15 -5.253 3.723 5.140
H35 -2.496 0.756 3.783
H36 -3.875 -0.350 3.889
H37 -2.699 -0.199 5.193
H38 -4.779 3.873 6.104
H39 -6.207 3.217 5.219
H40 -5.228 4.597 4.497
C16 1.252 2.225 3.863
C17 1.976 3.363 4.524
O6 3.000 3.232 5.098
N6 1.520 4.760 4.179
H41 2.211 5.271 3.633
H42 0.686 4.675 3.565
C18 1.187 5.543 5.459
H43 1.244 2.304 2.771
H44 0.212 2.131 4.176
H45 1.777 1.302 4.092
H46 0.606 4.933 6.140
H47 0.679 6.463 5.176
H48 2.144 5.877 5.853
C19 -2.318 -2.532 -1.869
C20 -3.393 -1.515 -1.577
O7 -4.520 -1.787 -1.767
N7 -2.885 -0.309 -0.842
H49 -1.895 -0.447 -0.545
H50 -2.885 0.549 -1.403
C21 -3.670 0.021 0.398
H51 -2.060 -3.151 -1.007
H52 -1.386 -2.032 -2.145
H53 -2.695 -3.153 -2.677
H54 -3.567 -0.853 1.042
H55 -4.725 0.131 0.167
H56 -3.297 0.896 0.927
C22 2.153 7.688 -0.759
C23 1.344 6.427 -0.814
O8 0.571 6.127 -1.651
N8 1.685 5.372 0.238
H57 2.310 5.824 0.904
H58 0.835 5.092 0.812
C24 2.324 4.148 -0.382
H59 1.742 8.429 -1.440
H60 3.211 7.511 -0.948
H61 1.971 8.099 0.241
H62 2.791 3.694 0.493
H63 3.109 4.433 -1.075
H64 1.543 3.508 -0.775
N9 -0.267 -0.648 -0.056
S1 1.137 -0.324 -0.585
O9 2.009 -1.465 -0.831
O10 1.780 0.847 -0.037
F1 0.681 0.109 -2.055
S2 -0.025 -0.805 1.580
O11 -0.571 0.247 2.362
O12 1.190 -1.457 1.962
F2 -1.128 -1.920 1.772
N10 -0.425 4.631 1.909
S3 -1.494 3.731 1.171
O13 -2.064 4.102 -0.092
O14 -2.273 2.904 2.079
F3 -0.381 2.626 0.699
S4 -1.606 5.629 2.600
O15 -1.908 5.255 3.952
O16 -2.650 6.188 1.788
F4 -0.653 6.889 2.786
N11 -5.446 -4.149 2.435
S5 -6.040 -3.467 1.174
O17 -6.277 -4.390 0.121
O18 -5.713 -2.106 0.834
F5 -7.502 -3.208 1.828
S6 -3.827 -3.770 2.254
O19 -3.424 -2.602 2.992
O20 -3.244 -4.026 0.942
F6 -3.217 -4.936 3.118
N12 -1.459 0.795 -6.348
S7 -1.908 -0.138 -4.988
O21 -1.105 -1.313 -4.796
O22 -3.283 -0.159 -4.630
F7 -1.197 0.925 -3.977
S8 -2.047 -0.103 -7.465
O23 -3.470 -0.237 -7.595
O24 -1.261 -1.246 -7.841
F8 -1.683 0.882 -8.690